# 1
Entry from the Open Molecules 2025 dataset: 2 unconnected molecules or ions with the total composition C3H9N2O (ωB97M-V/def2-TZVPD).

The geometry in XYZ format:
```
15
Properties=species:S:1:pos:R:3:forces:R:3
C -1.75988 0.29567 0.91172 0.18 0.91 -3.77
C 0.46863 -1.40384 -0.18574 0.46 1.38 0.28
C 0.13741 0.72935 -1.30445 1.27 1.51 -0.41
N 1.06904 0.57478 1.05456 0.22 2.12 -0.84
N 0.22188 0.05123 0.04855 -3.01 -0.19 1.15
O -2.48556 0.83330 0.19068 1.03 -0.55 1.00
H -1.85404 -0.10364 1.89070 0.60 -0.58 1.29
H 1.15583 -1.42387 -1.01249 0.47 -0.66 -0.10
H 0.82686 -1.82575 0.71359 0.98 -0.41 0.85
H -0.40576 -1.96962 -0.37006 -1.19 -0.06 -0.73
H -0.50899 1.65043 -1.39823 0.41 -1.13 0.81
H 1.16144 1.08633 -1.67495 -1.13 -0.72 0.93
H -0.20578 -0.00527 -2.03967 -0.14 0.09 0.44
H 1.39105 -0.02051 1.80761 -0.49 -0.36 -0.41
H 0.78787 1.53143 1.36818 0.35 -1.37 -0.48
```
Positions in Å, forces in eV/Å.

Computed properties:
Total charge: +1
Kohn-Sham gap (spin up / spin down): 0.3226 / 0.3225 hartree
Lowest unoccupied orbital energy (spin up / spin down): -4.88 / -4.89 eV
Energy above the lowest of the compared OMol25 structures with the same formula, charge and spin: 4.795 eV

# 2
Entry from the Open Molecules 2025 dataset: a gas-phase ion, C3H9N2O (charge +1) (ωB97M-V/def2-TZVPD).

The geometry in XYZ format:
```
15
Properties=species:S:1:pos:R:3:forces:R:3
C 1.63022 1.52428 -0.45706 2.65 3.79 0.26
N 1.46096 0.08885 -0.29651 0.41 -0.64 0.50
C 0.23284 -0.48446 -0.06378 1.79 -1.05 1.16
O 0.03658 -1.64778 0.28715 0.35 1.10 -0.70
C -0.91828 0.49359 -0.07440 -0.30 -0.66 -0.39
N -2.13599 -0.38560 0.49199 0.52 -2.11 -1.60
H 0.85094 2.34719 -0.51125 -0.29 -1.97 0.84
H 2.12634 1.91883 -1.35469 0.06 -1.46 -0.71
H 2.43231 2.01129 0.24160 -1.67 -1.40 -0.31
H 2.36613 -0.46930 -0.06026 -2.54 1.19 -0.70
H -0.96252 0.91254 -1.14741 -1.04 -0.55 1.88
H -0.66829 1.25938 0.70689 -0.88 -0.49 -0.87
H -2.39390 -1.43134 0.12755 1.88 2.92 0.41
H -3.01958 0.04615 0.42584 -1.28 1.40 -0.19
H -1.96758 -0.53566 1.47755 0.34 -0.07 0.41
```
Positions in Å, forces in eV/Å.

Computed properties:
Total charge: +1
Kohn-Sham gap: 0.3683 hartree
Lowest unoccupied orbital energy: -3.85 eV
Energy above the lowest of the compared OMol25 structures with the same formula, charge and spin: 2.500 eV

# 3
Entry from the Open Molecules 2025 dataset: a molecular structure, C3H9N2O (ωB97M-V/def2-TZVPD).

The geometry in XYZ format:
```
15
Properties=species:S:1:pos:R:3:forces:R:3
C 1.44027 0.75402 1.19382 0.69 2.62 -3.89
C 0.49128 -0.88880 -0.99321 -0.18 6.67 -1.96
C 0.01808 0.17418 0.01468 0.49 -0.48 -0.03
N -0.81837 1.25349 -0.41934 3.80 0.34 -3.22
N -0.83526 -0.52036 0.99238 2.34 -0.14 1.19
O 1.22786 0.50799 2.33669 -1.25 -1.58 3.47
H 2.44270 0.96936 0.77451 -0.52 -0.80 -0.59
H -0.35539 -1.15776 -1.54273 -1.46 -0.64 -1.08
H 0.92941 -1.68267 -0.59161 2.15 -3.13 1.89
H 1.15265 -0.29291 -1.69642 -0.41 -1.26 0.61
H -0.95318 1.98915 0.25376 -0.06 0.22 0.65
H -0.27670 1.74651 -1.25544 -1.79 -1.22 2.04
H -0.62334 -0.01131 1.86524 -0.55 -0.82 0.51
H -0.61072 -1.52376 0.99722 -0.37 0.40 0.59
H -1.69306 -0.29176 0.59859 -2.87 -0.18 -0.19
```
Positions in Å, forces in eV/Å.

Computed properties:
Total charge: +1
Kohn-Sham gap (spin up / spin down): 0.2635 / 0.3305 hartree
2S+1: 3
Lowest unoccupied orbital energy (spin up / spin down): -3.45 / -7.15 eV
Expectation value of S²: 2.012
Energy above the lowest of the compared OMol25 structures with the same formula, charge and spin: 1.607 eV

# 4
Entry from the Open Molecules 2025 dataset: a gas-phase ion, C3H9N2O2 (charge +1) (ωB97M-V/def2-TZVPD).

The geometry in XYZ format:
```
16
Properties=species:S:1:pos:R:3:forces:R:3
C 1.94524 -0.66859 -0.73746 -0.30 -1.44 1.09
C 1.27383 -0.38488 0.57108 1.01 -1.23 -0.23
N 0.32737 0.65413 0.58210 -0.78 1.66 0.71
C -0.91686 0.47101 0.35887 -3.11 0.12 -1.95
N -1.91320 1.36282 0.49387 -1.47 -1.22 0.05
O -1.17095 -0.71699 -0.27381 1.10 0.89 1.87
O -2.46242 -0.82792 -0.83206 1.30 0.08 -2.34
H 1.24564 -1.03731 -1.44366 -0.63 -0.22 -0.86
H 2.46179 0.16110 -1.09862 0.93 1.29 -0.73
H 2.61927 -1.49304 -0.51519 0.34 0.08 -0.29
H 1.94992 0.02342 1.24812 1.85 -0.07 1.24
H 0.88327 -1.29163 1.00703 -0.34 -0.19 0.14
H 0.60347 1.51979 1.01873 -0.12 0.13 -0.01
H -1.91791 2.16389 1.13820 0.45 -0.71 -0.52
H -2.87675 0.98178 0.25174 1.80 0.76 0.34
H -2.05171 -0.91759 -1.76893 -2.02 0.05 1.48
```
Positions in Å, forces in eV/Å.

Computed properties:
Total charge: +1
Kohn-Sham gap: 0.4400 hartree
Lowest unoccupied orbital energy: -3.31 eV
Energy above the lowest of the compared OMol25 structures with the same formula, charge and spin: 4.139 eV

# 5
Entry from the Open Molecules 2025 dataset: 3 unconnected molecules or ions with the total composition C3H9N2O2 (ωB97M-V/def2-TZVPD).

The geometry in XYZ format:
```
16
Properties=species:S:1:pos:R:3:forces:R:3
C 1.49180 -2.34739 -1.62184 0.06 -1.18 0.21
C -2.29048 1.84487 0.52548 -0.19 0.31 2.45
C -0.67864 1.44495 2.32485 2.90 -0.37 3.17
N 1.13053 0.16654 -2.21710 -2.64 -0.61 -1.77
N -1.21460 1.05189 1.27708 -2.38 1.05 -3.87
O 1.34713 -3.44778 -1.49676 0.10 -0.07 0.09
O -0.96223 -0.00422 0.63674 1.09 -1.46 -0.39
H -2.37902 1.45747 -0.47669 0.09 -0.24 0.07
H -3.18550 1.63987 1.15660 0.29 0.37 -0.94
H -2.05956 2.92030 0.53968 -0.08 -0.42 0.06
H -0.84227 2.32018 2.90437 -0.91 0.82 -0.37
H 1.63771 0.50034 -1.42296 0.49 -0.36 1.03
H 0.13497 0.83346 2.74736 -0.62 -0.03 -0.44
H 1.72124 -0.42472 -2.84253 -0.02 1.34 0.30
H 0.72578 1.06546 -2.66023 0.48 -2.12 0.41
H 0.40734 -0.64789 -1.95311 1.34 2.96 -0.01
```
Positions in Å, forces in eV/Å.

Computed properties:
Total charge: +1
Kohn-Sham gap: 0.3089 hartree
Lowest unoccupied orbital energy: -3.84 eV
Energy above the lowest of the compared OMol25 structures with the same formula, charge and spin: 4.962 eV

# 6
Entry from the Open Molecules 2025 dataset: a gas-phase ion, C3H9N2O2 (charge +1) (ωB97M-V/def2-TZVPD).

The geometry in XYZ format:
```
16
Properties=species:S:1:pos:R:3:forces:R:3
C 1.09057 0.02194 -1.14476 0.73 3.91 1.24
C 0.62206 -0.11430 0.25246 -0.30 1.67 2.45
O 0.97158 0.95939 1.17657 2.05 0.71 -2.77
O 1.00556 -1.30437 0.85075 -1.14 -1.19 -2.87
C -0.91283 -0.05003 0.20814 -0.69 -0.86 0.15
N -1.52262 -1.19287 0.44583 3.88 -0.81 0.32
N -1.50099 1.06685 -0.10742 1.88 2.90 -0.99
H 2.14236 0.20495 -1.15366 0.96 -0.28 0.02
H 0.86055 -0.79392 -1.69407 -0.83 -2.48 -1.95
H 0.66843 0.97618 -1.52909 0.04 -0.87 -0.25
H 1.74764 1.49973 0.74587 -2.04 -1.49 1.37
H 1.39950 -1.14989 1.66860 1.04 0.62 2.41
H -0.65153 -1.90111 0.65792 -3.11 1.19 -0.36
H -2.46868 -1.38775 0.17829 -0.23 -0.33 0.20
H -0.97848 1.97175 -0.38881 -0.83 -2.43 1.01
H -2.47311 1.19345 -0.16664 -1.41 -0.27 0.02
```
Positions in Å, forces in eV/Å.

Computed properties:
Total charge: +1
Kohn-Sham gap: 0.4491 hartree
Lowest unoccupied orbital energy: -3.43 eV
Energy above the lowest of the compared OMol25 structures with the same formula, charge and spin: 1.404 eV

# 7
Entry from the Open Molecules 2025 dataset: a molecular structure, C3H9N2O2P (ωB97M-V/def2-TZVPD).

The geometry in XYZ format:
```
17
Properties=species:S:1:pos:R:3:forces:R:3
C 1.83849 -0.24089 0.08735 -1.53 -3.37 -0.03
C -0.82406 0.10659 -1.43986 -0.60 -2.15 -0.47
C -1.04080 1.07570 1.46358 1.94 -1.02 -3.06
N 2.92937 -1.07608 -0.04267 -3.98 -0.20 1.34
N 0.34703 -1.33616 0.44984 2.95 1.84 -4.19
O 1.68228 0.91974 0.01328 0.84 0.46 -0.19
O -2.24030 -1.27069 0.44638 -1.67 -0.97 0.50
P -1.06141 -0.44956 0.26792 1.12 2.47 -0.59
H 0.00487 0.68946 -1.59795 2.11 1.66 0.23
H -0.55512 -0.79357 -2.09536 -1.16 0.95 0.89
H -1.63378 0.71522 -1.78385 -0.88 -0.19 -0.42
H -0.00385 1.55255 1.38045 -1.73 -0.38 0.07
H -1.86017 1.70115 1.07897 0.29 -0.08 0.81
H -1.12182 0.58186 2.39737 -0.68 0.06 1.15
H 2.80184 -2.06183 0.17958 0.03 0.61 -0.40
H 3.75232 -0.73152 -0.39941 2.12 0.89 -0.71
H 0.60747 -1.25437 1.34280 0.85 -0.58 5.06
```
Positions in Å, forces in eV/Å.

Computed properties:
Total charge: 0
Kohn-Sham gap: 0.3676 hartree
Lowest unoccupied orbital energy: 0.38 eV
Energy above the lowest of the compared OMol25 structures with the same formula, charge and spin: 2.589 eV

# 8
Entry from the Open Molecules 2025 dataset: a gas-phase ion, C3H9N2O2S (charge +1) (ωB97M-V/def2-TZVPD).

The geometry in XYZ format:
```
17
Properties=species:S:1:pos:R:3:forces:R:3
C 2.38769 -0.26870 0.05982 0.34 -0.35 -0.28
N 1.07859 0.30955 0.30868 -0.08 0.47 0.00
C -0.02621 -0.31706 0.55257 -1.97 1.34 0.76
N -0.25916 -1.59680 0.62442 0.13 -0.39 -0.01
S -1.65420 0.81990 1.13369 1.67 -0.98 -1.10
C -2.46350 1.18395 -0.43243 0.24 -0.16 0.56
O -1.04346 1.97158 1.70152 0.03 0.26 -0.20
O -2.38890 -0.12368 1.90307 -0.31 -0.22 -0.09
H 2.55515 -0.39242 -1.01126 -0.03 -0.02 0.06
H 3.14955 0.39567 0.45717 -0.04 -0.01 0.06
H 2.47499 -1.23641 0.55047 0.02 0.03 0.05
H 1.03532 1.32320 0.35242 -0.12 -0.11 0.08
H 0.44451 -2.31841 0.51274 -0.06 0.15 -0.06
H -1.16721 -1.88405 0.97353 0.06 0.00 0.00
H -3.30633 1.83760 -0.22566 -0.06 0.08 0.21
H -1.76072 1.68708 -1.08379 0.20 0.09 -0.03
H -2.81537 0.25356 -0.85986 -0.01 -0.19 -0.01
```
Positions in Å, forces in eV/Å.

Computed properties:
Total charge: +1
Kohn-Sham gap: 0.4445 hartree
Lowest unoccupied orbital energy: -3.43 eV
Energy above the lowest of the compared OMol25 structures with the same formula, charge and spin: 0.890 eV

Sequential largest force on an atom output: 3.9; 4.6; 7.0; 3.7; 4.7; 4.2; 5.4; 2.5 eV/Å